# 1
Density functional theory data (ωB97M-V/def2-TZVPD) for a structure of composition C23H20N3O4S3V.

Each line ends with the Löwdin spin population.
Atoms and positions in Å:
V 0.02 0.63 -1.40  1.885
N -0.30 -1.62 -1.26  0.013
C 0.49 -2.34 -2.26  0.000
C 1.13 -1.40 -3.29  0.003
O 1.77 -1.91 -4.22  0.001
N 0.95 -0.12 -3.04  -0.002
C 1.55 0.87 -3.92  0.003
C 1.43 2.27 -3.31  0.005
O 1.92 3.22 -3.93  0.005
O 0.83 2.35 -2.18  0.027
H -0.30 -2.08 -0.36  0.003
H -1.26 -1.43 -1.55  0.004
H -0.09 -3.08 -2.81  0.000
H 1.30 -2.87 -1.76  0.000
H 1.07 0.88 -4.90  0.000
H 2.61 0.66 -4.10  0.000
O 0.94 0.86 0.33  0.022
C 1.26 0.03 1.36  0.005
C 2.06 -1.19 0.88  0.002
C 2.05 -2.49 1.28  0.000
C 3.00 -3.29 0.59  0.000
C 3.71 -2.57 -0.32  0.000
S 3.22 -0.93 -0.36  0.001
C 0.02 -0.44 2.14  0.000
C -1.26 -0.45 1.68  0.001
C -2.19 -0.94 2.64  0.000
C -1.60 -1.28 3.82  0.000
S 0.09 -1.00 3.77  0.001
C 2.17 0.80 2.32  0.000
C 3.07 0.37 3.24  0.000
C 3.66 1.44 3.97  0.000
C 3.18 2.66 3.57  0.000
S 2.04 2.51 2.30  0.001
H 1.38 -2.86 2.05  0.000
H 3.13 -4.35 0.75  0.000
H 4.46 -2.93 -1.02  0.000
H -1.53 -0.10 0.69  0.001
H -3.25 -1.01 2.45  0.000
H -2.07 -1.65 4.72  0.000
H 3.32 -0.67 3.38  0.000
H 4.41 1.32 4.74  0.000
H 3.47 3.63 3.94  0.000
N -1.81 0.69 -1.41  -0.055
C -3.00 1.21 -1.17  0.009
C -4.10 1.07 -2.08  0.012
C -5.37 1.54 -1.79  0.003
C -5.65 2.20 -0.59  0.027
C -4.60 2.38 0.31  0.003
C -3.32 1.92 0.04  0.015
H -3.91 0.56 -3.02  0.001
H -6.16 1.40 -2.53  -0.001
H -6.65 2.57 -0.38  0.003
H -4.77 2.90 1.24  -0.001
H -2.52 2.09 0.75  0.002

Values from the calculation:
Max |F| = 0.00233 Eh/bohr
Kohn-Sham gap (alpha / beta) = 4.0 / 4.8 eV
HOMO (alpha / beta) = 0.02 / -0.78 eV
DFT total energy = -3492.39493 a.u.
Charge = -2
Spin multiplicity = 3



# 2
Density functional theory data (ωB97M-V/def2-TZVPD) for a structure of composition BeH9O9S.

Each line ends with the Löwdin charge.
Atoms and positions in Å:
Be -0.26 -0.70 -0.36  -0.001
O -1.43 -0.52 0.66  -0.220
H -2.38 -0.70 0.59  0.061
S 2.15 1.08 -0.59  0.197
O 3.06 0.34 -1.42  -0.406
O 0.94 0.23 -0.44  -0.298
O 2.79 1.32 0.69  -0.389
O 1.91 2.36 -1.25  -0.380
O -0.77 -0.94 -2.06  0.086
H -0.51 -0.38 -2.79  0.115
H -0.91 -1.82 -2.42  0.103
O -1.90 2.11 0.12  -0.060
H -1.97 1.21 0.37  -0.068
H -1.08 2.38 0.58  0.057
O 0.40 -2.23 -0.12  0.087
H 1.36 -2.14 -0.16  0.126
H 0.25 -2.84 0.59  0.107
O -0.75 0.49 2.97  -0.093
H 0.17 0.69 2.88  0.009
H -1.08 0.05 2.15  -0.032

Values from the calculation:
Max |F| = 0.10893 Eh/bohr
Kohn-Sham gap = 5.6 eV
HOMO = -3.81 eV
DFT total energy = -1095.71222 a.u.
Charge = -1



# 3
Density functional theory data (ωB97M-V/def2-TZVPD) for a cluster of 2 separate species, C7H9NO2 in total.

Each line ends with the Löwdin charge.
Atoms and positions in Å:
C -2.09 -0.98 -0.73  -0.106
C -2.07 -1.18 0.60  -0.134
C -1.53 -0.17 1.36  -0.132
N -1.34 1.14 0.91  0.038
C -1.41 1.35 -0.38  -0.224
C -1.67 0.33 -1.34  -0.043
H -2.64 -1.67 -1.41  0.108
H -2.35 -2.15 1.11  0.128
H -1.26 -0.10 2.47  0.128
H -1.22 2.39 -0.48  0.095
H -2.07 0.74 -2.47  0.165
C 3.55 -0.18 0.14  -0.020
C 2.14 0.06 -0.11  -0.619
O 1.51 1.05 -0.02  0.133
O 1.58 -1.17 -0.35  0.092
H 4.10 0.67 0.58  0.086
H 3.79 -1.05 0.89  0.130
H 4.06 -0.37 -0.87  0.119
H 0.70 -0.84 -0.43  0.056

Values from the calculation:
Max |F| = 0.11116 Eh/bohr
Kohn-Sham gap = 9.9 eV
HOMO = -9.41 eV
DFT total energy = -477.30103 a.u.
SMILES = c1ccncc1.CC(=O)O



# 4
Density functional theory data (ωB97M-V/def2-TZVPD) for a cluster of 8 separate species, C20H57NO14 in total.

Each line ends with the Löwdin charge.
Atoms and positions in Å:
C -2.49 -4.22 3.32  -0.130
O -1.58 -3.16 3.37  -0.206
C -0.42 -3.30 2.59  -0.214
C 0.59 -2.30 3.15  -0.186
N 1.87 -2.68 2.55  -0.070
C 2.98 -1.91 3.01  -0.205
C 4.20 -2.52 2.37  -0.428
O 5.31 -2.05 2.46  -0.113
C 5.64 -0.85 1.75  -0.037
H -2.09 -5.15 3.76  0.098
H -2.73 -4.42 2.28  0.072
H -3.50 -4.01 3.70  0.090
H -0.61 -3.14 1.53  0.108
H -0.04 -4.33 2.66  0.129
H 0.62 -2.44 4.25  0.131
H 0.40 -1.29 2.91  0.089
H 1.63 -2.33 1.61  0.083
H 3.08 -1.90 4.14  0.149
H 2.89 -0.89 2.60  0.094
H 3.96 -2.62 1.32  0.130
H 4.30 -3.52 2.76  0.136
H 4.87 -0.12 1.99  0.053
H 5.64 -0.88 0.68  0.076
H 6.63 -0.42 2.10  0.111
O 1.68 -0.96 0.08  -0.076
C 0.73 -0.49 -0.85  -0.270
C -0.48 -1.32 -0.89  -0.246
O -1.37 -0.87 -1.88  -0.112
H 2.48 -0.39 -0.01  0.066
H 0.45 0.58 -0.61  0.117
H 1.16 -0.47 -1.80  0.104
H -0.97 -1.19 0.10  0.099
H -0.33 -2.44 -0.99  0.157
H -1.29 0.10 -2.13  0.074
O -3.84 1.82 -5.46  -0.068
C -3.94 1.33 -4.12  -0.247
C -3.92 -0.13 -4.17  -0.250
O -4.05 -0.72 -2.87  -0.069
H -3.62 2.76 -5.55  0.086
H -3.12 1.72 -3.49  0.097
H -4.89 1.66 -3.58  0.145
H -3.00 -0.48 -4.64  0.125
H -4.66 -0.54 -4.73  0.088
H -3.13 -0.79 -2.52  0.050
O -0.69 1.45 -3.07  -0.080
C -0.20 1.21 -4.34  -0.250
C 0.91 2.12 -4.67  -0.273
O 1.10 2.28 -6.04  -0.070
H -1.15 2.31 -3.19  0.120
H 0.01 0.16 -4.46  0.141
H -1.02 1.44 -5.00  0.118
H 1.89 1.75 -4.24  0.132
H 0.76 3.20 -4.44  0.134
H 1.59 3.12 -6.23  0.120
O -2.71 0.90 0.10  -0.043
C -1.86 1.44 1.14  -0.230
C -2.77 2.26 1.87  -0.277
O -2.01 2.72 2.95  -0.063
H -3.45 0.53 0.51  0.008
H -1.44 0.67 1.66  0.097
H -1.13 2.07 0.73  0.103
H -3.65 1.69 2.33  0.139
H -3.17 3.11 1.29  0.141
H -2.42 3.49 3.35  0.091
O 3.10 3.11 -2.74  -0.046
C 2.91 2.24 -1.65  -0.293
C 4.17 1.61 -1.31  -0.211
O 3.87 0.69 -0.28  -0.114
H 2.24 3.51 -2.86  0.065
H 2.52 2.74 -0.74  0.133
H 2.16 1.54 -1.88  0.085
H 4.96 2.32 -0.96  0.153
H 4.36 0.99 -2.19  0.142
H 3.63 1.23 0.51  0.028
C 1.27 1.77 2.13  -0.079
C 2.42 2.67 2.32  -0.290
O 3.64 2.02 1.93  -0.087
H 1.44 0.80 2.63  0.085
H 1.16 1.58 1.06  0.053
H 0.38 2.30 2.44  0.070
H 2.35 2.97 3.36  0.123
H 2.21 3.53 1.70  0.110
H 4.32 2.50 2.45  0.131
C -3.96 -2.33 0.39  -0.068
C -4.07 -1.86 1.76  -0.318
O -4.50 -0.50 1.80  -0.078
H -4.83 -2.18 -0.26  0.091
H -3.65 -3.34 0.20  0.081
H -3.16 -1.80 -0.09  0.046
H -3.08 -1.93 2.10  0.071
H -4.63 -2.48 2.44  0.114
H -4.85 -0.37 2.71  0.117

Values from the calculation:
Max |F| = 0.26183 Eh/bohr
Kohn-Sham gap = 8.4 eV
HOMO = -8.36 eV
DFT total energy = -1904.02375 a.u.
SMILES = COCCNCCOC.OCCO.OCCO.OCCO.OCCO.OCCO.CCO.CCO



Question: The highest DFT total energy belongs to which entry?
Answer: C7H9NO2